No. 1
Entry from the Open Molecules 2025 dataset: a cluster of 2 separate species, C33H35BF2O3S in total at a distorted geometry (the ωB97M-V functional and the def2-TZVPD basis).

Values from the calculation:
Relative energy (zero: lowest compared OMol25 entry of this formula, charge and spin) = 82.3 kcal per mole
Gap between HOMO and LUMO = 3.276 eV
E_tot = -57875.661 eV
Molar mass = 560.51 g/mol

Last column: Löwdin charge in e.
Cartesian coordinates (Å):
F 2.821 -5.196 -0.915  0.053
C 2.878 -4.123 -0.068  -0.244
C 3.158 -4.365 1.273  0.021
C 3.221 -3.254 2.121  -0.050
C 2.902 -1.982 1.662  -0.006
C 2.519 -1.757 0.311  -0.190
C 1.999 -0.492 -0.139  0.108
C 2.313 -0.026 -1.421  -0.040
C 2.738 1.251 -1.769  0.004
C 2.903 1.728 -3.109  -0.202
C 2.859 0.857 -4.232  0.065
C 2.892 1.415 -5.505  -0.230
F 2.815 0.576 -6.597  0.038
C 3.004 2.789 -5.735  0.014
C 3.169 3.636 -4.621  -0.056
C 3.113 3.119 -3.335  -0.021
C 2.664 -2.851 -0.583  0.071
H 3.349 -5.376 1.608  0.127
H 3.500 -3.386 3.165  0.115
H 2.931 -1.109 2.318  0.129
H 1.370 0.083 0.557  0.130
H 2.242 -0.770 -2.218  0.109
H 2.981 1.961 -0.973  0.128
H 2.765 -0.221 -4.101  0.123
H 3.012 3.177 -6.749  0.122
H 3.355 4.703 -4.771  0.115
H 3.236 3.767 -2.462  0.120
H 2.548 -2.718 -1.656  0.128
C -0.690 -5.557 -1.955  -0.064
O -0.046 -4.898 -0.857  -0.125
C -0.585 -3.717 -0.428  -0.289
C -0.367 -3.385 0.924  -0.001
C -0.599 -2.082 1.350  -0.041
C -1.066 -1.124 0.460  -0.101
B -1.275 0.417 0.992  -0.973
C -2.766 0.132 1.647  -0.379
C -3.966 0.287 0.984  -0.120
C -5.093 0.228 1.885  -0.137
C -4.732 0.071 3.209  -0.598
C -5.601 0.058 4.406  -0.131
S -3.008 -0.160 3.348  1.061
O -0.387 0.899 2.005  0.033
C -0.527 2.319 1.964  -0.466
C -1.586 2.745 2.963  -0.041
C 0.819 2.915 2.360  -0.019
C -0.967 2.612 0.440  -0.463
C -1.978 3.734 0.273  -0.015
C 0.205 2.976 -0.466  -0.026
O -1.506 1.387 -0.024  0.065
C -1.356 -1.466 -0.856  -0.017
C -1.176 -2.779 -1.305  -0.003
H -0.303 -6.570 -1.937  0.089
H -1.777 -5.562 -1.836  0.099
H -0.409 -5.056 -2.881  0.084
H 0.063 -4.151 1.572  0.120
H -0.421 -1.838 2.397  0.123
H -4.083 0.411 -0.093  0.111
H -6.131 0.326 1.562  0.099
H -6.635 0.254 4.113  0.074
H -5.546 -0.923 4.887  0.071
H -5.283 0.821 5.127  0.072
H -1.649 3.840 3.041  0.093
H -2.571 2.358 2.678  0.064
H -1.338 2.341 3.954  0.090
H 0.773 4.008 2.294  0.089
H 1.044 2.640 3.397  0.090
H 1.630 2.541 1.724  0.072
H -1.527 4.672 0.630  0.092
H -2.214 3.858 -0.792  0.090
H -2.904 3.548 0.822  0.087
H 0.695 3.902 -0.125  0.090
H 0.936 2.163 -0.542  0.047
H -0.175 3.169 -1.479  0.095
H -1.753 -0.728 -1.554  0.122
H -1.428 -3.071 -2.330  0.105

No. 2
Entry from the Open Molecules 2025 dataset: the ion C6H15N with charge +1 at a distorted geometry (the ωB97M-V functional and the def2-TZVPD basis).

Values from the calculation:
Relative energy (zero: lowest compared OMol25 entry of this formula, charge and spin) = 28.4 kcal per mole
2S+1 = 2
Gap between HOMO and LUMO (alpha / beta) = 11.950 / 6.790 eV
E_tot = -7946.187 eV
Charge = +1
⟨S²⟩ = 0.754
Molar mass = 101.19 g/mol

Last column: Mulliken spin population.
Cartesian coordinates (Å):
C -1.061 -1.852 1.971  0.029
N -0.056 -1.002 1.361  0.747
C -0.258 -0.530 0.025  0.056
C 0.977 0.346 -0.316  0.013
C 0.622 1.827 -0.057  -0.001
C 0.532 2.634 -1.358  0.005
C -0.366 -1.752 -0.972  0.059
H -0.704 -2.901 1.894  0.051
H -1.246 -1.650 3.016  0.008
H -1.956 -1.864 1.349  0.030
H 0.070 -0.174 1.957  -0.021
H -1.237 -0.025 -0.064  0.037
H 1.330 0.324 -1.356  0.001
H 1.817 -0.185 0.174  -0.007
H 1.414 2.351 0.518  0.001
H -0.286 1.958 0.536  -0.001
H 1.518 2.846 -1.762  0.000
H -0.021 2.110 -2.156  -0.001
H 0.016 3.574 -1.137  0.000
H -1.395 -2.084 -1.051  0.002
H -0.032 -1.439 -1.961  -0.005
H 0.323 -2.511 -0.612  -0.001

No. 3
Entry from the Open Molecules 2025 dataset: the ion C4H6N3OS with charge -1 at a distorted geometry (the ωB97M-V functional and the def2-TZVPD basis).

Values from the calculation:
Relative energy (zero: lowest compared OMol25 entry of this formula, charge and spin) = 0.0 kcal per mole
SMILES = [H]/N=C1/NC(=O)[C@H]([S-])N1C
Gap between HOMO and LUMO = 6.987 eV
E_tot = -21599.466 eV
Charge = -1
Molar mass = 144.18 g/mol

Last column: Löwdin charge in e.
Cartesian coordinates (Å):
H 1.601 -0.995 -1.062  -0.034
N 1.560 -1.497 -0.251  0.113
C 0.860 -0.787 0.561  -0.541
N 0.764 -1.119 1.909  0.131
C 0.019 -0.271 2.654  -0.659
O 0.130 -0.085 3.841  0.020
C -0.668 0.514 1.612  -0.665
S -2.238 -0.408 1.634  0.321
N 0.135 0.329 0.390  -0.122
C -0.480 0.488 -0.953  -0.082
H 1.386 -1.929 2.318  0.208
H -0.957 1.526 1.736  0.069
H 0.142 1.012 -1.685  0.062
H -0.644 -0.596 -1.222  0.086
H -1.509 1.028 -0.759  0.095

No. 4
Entry from the Open Molecules 2025 dataset: a structure of composition C17H33BFeN4S6Sb (the ωB97M-V functional and the def2-TZVPD basis).

Values from the calculation:
Relative energy (zero: lowest compared OMol25 entry of this formula, charge and spin) = 0.0 kcal per mole
2S+1 = 5
Gap between HOMO and LUMO (alpha / beta) = 6.627 / 6.698 eV
E_tot = -130744.221 eV
Charge = -1
⟨S²⟩ = 6.018
Molar mass = 674.30 g/mol

Last column: Mulliken spin population.
Cartesian coordinates (Å):
Fe -0.655 -0.143 0.451  3.663
S 0.524 -0.421 2.485  0.072
S -0.273 -2.226 3.148  0.004
S -2.269 -2.004 2.750  0.004
S -2.328 -1.825 0.684  0.081
C 0.785 3.811 -0.796  0.011
N -0.119 3.173 -1.729  0.000
C -0.032 3.229 -3.104  0.003
C -1.065 2.502 -3.579  0.002
N -1.782 2.011 -2.511  0.002
B -3.014 1.087 -2.665  0.015
N -2.595 -0.447 -2.698  -0.004
C -3.562 -1.382 -2.998  0.001
C -3.029 -2.615 -2.861  0.001
N -1.720 -2.432 -2.480  0.003
C -0.784 -3.472 -2.100  0.008
C -1.475 -1.105 -2.372  -0.025
S 0.055 -0.475 -1.870  0.064
C -1.186 2.418 -1.377  -0.003
S -1.619 2.100 0.255  0.077
H 1.703 4.064 -1.324  0.001
H 1.004 3.119 0.015  -0.002
H 0.338 4.713 -0.377  0.000
H 0.751 3.769 -3.604  0.001
H -1.360 2.283 -4.589  0.000
H -3.515 1.322 -3.745  0.000
H -3.776 1.248 -1.751  0.000
H -4.557 -1.078 -3.270  0.000
H -3.457 -3.593 -2.976  0.000
H -1.218 -4.433 -2.370  0.000
H -0.617 -3.434 -1.023  -0.001
H 0.160 -3.330 -2.623  0.000
C 2.410 -2.622 0.057  0.016
C 3.493 -1.620 0.448  -0.003
C 3.989 -1.878 1.864  -0.001
Sb 2.811 0.419 0.084  -0.003
C 4.278 1.501 1.279  0.009
C 3.845 1.535 2.743  0.000
C 4.403 2.929 0.749  0.002
C 3.865 0.481 -1.839  0.003
C 3.358 1.613 -2.726  -0.002
C 5.386 0.473 -1.745  0.000
H 2.796 -3.644 0.153  0.001
H 2.075 -2.477 -0.973  -0.002
H 1.534 -2.531 0.704  0.000
H 4.334 -1.726 -0.245  0.001
H 3.184 -1.735 2.588  0.002
H 4.819 -1.224 2.139  0.000
H 4.336 -2.913 1.955  0.000
H 5.240 0.990 1.183  -0.001
H 2.870 2.017 2.847  0.000
H 4.563 2.107 3.343  0.000
H 3.749 0.541 3.179  0.000
H 3.444 3.451 0.829  -0.001
H 4.714 2.971 -0.296  0.000
H 5.129 3.501 1.338  0.000
H 3.538 -0.466 -2.284  0.001
H 3.601 2.593 -2.301  0.000
H 2.274 1.562 -2.851  0.001
H 3.815 1.573 -3.722  0.000
H 5.769 1.410 -1.334  0.000
H 5.840 0.350 -2.736  0.000
H 5.757 -0.336 -1.112  0.000

No. 5
Entry from the Open Molecules 2025 dataset: a cluster of 2 separate species, CH7NS2 in total at a distorted geometry (the ωB97M-V functional and the def2-TZVPD basis).

Values from the calculation:
Relative energy (zero: lowest compared OMol25 entry of this formula, charge and spin) = 4.0 kcal per mole
SMILES = CSS.N
Gap between HOMO and LUMO = 9.635 eV
E_tot = -24311.041 eV
Molar mass = 97.21 g/mol

Last column: Löwdin charge in e.
Cartesian coordinates (Å):
C -0.209 1.546 0.368  -0.484
S -0.709 -0.199 0.517  0.354
S -1.162 -0.648 -1.495  0.300
H -0.930 2.141 0.920  0.022
H 0.780 1.739 0.780  0.006
H -0.185 1.800 -0.681  0.007
H 0.023 -1.186 -1.828  -0.207
N 3.219 -0.067 1.415  0.010
H 2.408 0.427 1.786  -0.014
H 2.874 -0.958 1.067  0.003
H 3.510 0.415 0.575  0.002

No. 6
Entry from the Open Molecules 2025 dataset: a cluster of 2 separate species, C4H10N3 in total at a distorted geometry (the ωB97M-V functional and the def2-TZVPD basis).

Values from the calculation:
Relative energy (zero: lowest compared OMol25 entry of this formula, charge and spin) = 143.7 kcal per mole
Gap between HOMO and LUMO (alpha / beta) = 7.628 / 7.929 eV
E_tot = -8768.367 eV
Charge = +1
Molar mass = 100.14 g/mol

Last column: Löwdin charge in e.
Cartesian coordinates (Å):
C -1.666 0.153 0.086  -0.018
C -0.065 1.978 -0.408  -0.025
C -2.388 -1.062 0.372  0.002
C 1.326 -1.071 -0.357  -0.173
N -1.093 1.140 -0.147  0.074
N 1.235 -0.402 0.803  -0.094
N 1.314 0.905 0.759  0.026
H 0.352 1.769 -1.410  0.115
H -0.107 2.919 0.169  0.114
H -2.031 -1.920 -0.194  0.099
H -3.497 -1.088 0.350  0.115
H -1.969 -1.121 1.457  0.147
H 0.307 -1.216 -0.849  0.094
H 1.999 -0.559 -1.014  0.073
H 1.753 -2.130 -0.089  0.139
H 2.019 1.399 0.143  0.167
H 1.079 1.257 1.671  0.144